19
Properties=species:S:1:pos:R:3:mulliken_spin:R:1 method="wB97M-V/def2-TZVPD" energy_ev=-20506.3027 charge=+1 homo_lumo_gap_ev="3.63 / 2.37" spin_multiplicity=2
C -0.568 1.543 0.774 0.02
C 0.012 0.462 0.754 -0.02
C 0.674 -0.723 1.287 0.07
C -0.252 -1.971 1.237 -0.02
O 0.279 -3.030 1.901 0.80
Cs 2.505 -6.351 4.378 0.00
H 0.993 -0.542 2.328 0.00
H 1.590 -0.918 0.702 0.00
H -0.435 -2.188 0.154 -0.01
H -1.241 -1.657 1.645 0.06
C 0.694 1.319 -3.197 0.00
O -0.912 3.156 -0.896 0.00
C -1.184 2.718 0.214 0.00
O -2.262 3.179 0.832 0.00
H 0.208 1.817 -4.047 0.00
H 1.502 1.856 -2.673 0.00
H -2.367 2.787 1.711 0.00
O 0.518 0.110 -2.982 0.00
Mg 0.247 -1.567 -4.121 0.10

14
Properties=species:S:1:pos:R:3:mulliken_charge:R:1 method="wB97M-V/def2-TZVPD" energy_ev=-9050.0992 smiles="F[C@@H]1[C@@H]2C=CC[C@H]12" charge=0 homo_lumo_gap_ev=9.97 spin_multiplicity=1
F 1.620 -0.094 -1.119 -0.28
C 1.355 -0.008 0.232 -0.17
C 0.127 -0.702 0.908 -0.18
C -1.027 -1.208 0.059 -0.55
C -1.618 -0.165 -0.618 -0.51
C -0.931 1.227 -0.122 -0.65
C 0.158 0.769 0.806 -0.05
H 2.244 -0.225 0.996 0.28
H 0.271 -1.074 1.903 0.41
H -1.375 -2.212 -0.227 0.35
H -2.379 -0.200 -1.281 0.50
H -0.436 1.628 -0.984 0.24
H -1.590 2.114 0.270 0.31
H 0.305 1.339 1.803 0.31